[1]
Formula: C4H10N2O
Source: OMol25
Level of theory: ωB97M-V/def2-TZVPD

The calculation puts the maximum force at 3.13 eV/A. For the highest occupied orbital energy, the calculation gives -9.364 eV. The SMILES is C[C@@H](N)CNC=O. The energy relative to the best compared isomer or geometry (same formula, charge and spin) is 36.8 kcal/mol. The calculation puts the HOMO-LUMO gap at 10.2 eV.

```
! wB97M-V def2-TZVPD RIJCOSX def2/J DEFGRID3
* xyz 0 1
C -0.406 -0.317 0.754
N -0.578 -1.546 0.031
C 0.017 -2.721 0.453
O 0.575 -2.746 1.538
C 0.371 0.876 0.070
C 0.127 0.995 -1.516
N 0.062 2.054 0.856
H 0.204 -0.470 1.673
H -1.367 0.091 1.124
H -0.901 -1.495 -0.913
H -0.210 -3.683 0.001
H 1.436 0.659 0.164
H -0.601 1.704 -1.841
H 1.122 1.312 -1.862
H -0.047 -0.034 -1.812
H -0.652 2.623 0.402
H 0.847 2.696 0.878
*
```

[2]
Formula: C4H10N2O
Source: OMol25
Level of theory: ωB97M-V/def2-TZVPD

The calculation puts the maximum force at 5.16 eV/A. For the highest occupied orbital energy, the calculation gives -8.713 eV. The SMILES is [H]/N=N/C.C/C=C/O. The energy relative to the best compared isomer or geometry (same formula, charge and spin) is 111.4 kcal/mol. The calculation puts the HOMO-LUMO gap at 9.7 eV.

```
! wB97M-V def2-TZVPD RIJCOSX def2/J DEFGRID3
* xyz 0 1
C 0.574 0.807 3.065
C 1.172 0.130 1.857
C -0.793 -0.399 -3.002
C 0.931 0.255 0.571
N -2.166 -0.496 -2.610
N -2.237 -0.610 -1.389
O 1.674 -0.457 -0.328
H -0.459 1.356 2.813
H 1.119 1.678 3.389
H 1.951 -0.665 2.182
H -0.682 0.757 -2.883
H 0.023 -0.885 -2.384
H -0.656 -0.652 -4.185
H 0.295 1.023 0.288
H 0.316 0.196 3.854
H -3.206 -0.779 -1.158
H 2.144 -1.260 -0.079
*
```

[3]
Formula: C4H10N2O
Source: OMol25
Level of theory: ωB97M-V/def2-TZVPD

The calculation puts the maximum force at 2.49 eV/A. For the highest occupied orbital energy, the calculation gives -10.127 eV. The energy relative to the best compared isomer or geometry (same formula, charge and spin) is 80.2 kcal/mol. The calculation puts the HOMO-LUMO gap at 10.9 eV.

```
! wB97M-V def2-TZVPD RIJCOSX def2/J DEFGRID3
* xyz 0 1
C -0.346 1.881 0.192
C -2.423 -0.857 -0.159
O -0.194 0.625 -0.434
N -2.378 -1.337 0.870
H -0.565 -1.271 2.056
H -2.539 -0.433 -1.137
H 0.383 2.604 -0.188
H -0.257 1.779 1.279
H -1.346 2.235 -0.057
C 1.108 -1.173 -1.236
C 1.011 -0.051 -0.246
N 2.037 0.367 0.341
H 1.923 1.155 0.974
H 0.220 -1.199 2.193
H 0.939 -0.804 -2.247
H 0.334 -1.905 -1.012
H 2.093 -1.615 -1.189
*
```

[4]
Formula: C4H10N2O
Source: OMol25
Level of theory: ωB97M-V/def2-TZVPD

The calculation puts the maximum force at 4.68 eV/A. For the highest occupied orbital energy, the calculation gives -8.894 eV. The energy relative to the best compared isomer or geometry (same formula, charge and spin) is 162.5 kcal/mol. The calculation puts the HOMO-LUMO gap at 9.7 eV.

```
! wB97M-V def2-TZVPD RIJCOSX def2/J DEFGRID3
* xyz 0 1
C 2.262 0.025 0.181
C 1.285 -1.074 -0.308
C -0.248 -0.569 -0.182
C -0.925 1.640 0.185
H 2.218 0.255 1.321
H 3.320 -0.131 -0.043
H 1.998 1.082 -0.214
H 1.506 -1.696 -1.388
H 1.321 -1.938 0.418
H -1.352 1.131 1.417
H -1.790 2.191 -0.488
H 0.106 2.471 0.320
H -2.192 -0.127 -0.670
H -3.124 -1.668 -0.388
N -1.137 -1.348 0.400
N -2.458 -0.813 0.143
O -0.790 0.568 -0.705
*
```

[5]
Formula: C4H10N2O
Source: OMol25
Level of theory: ωB97M-V/def2-TZVPD

The calculation puts the maximum force at 3.03 eV/A. For the highest occupied orbital energy, the calculation gives -8.969 eV. The SMILES is CN[C@@H](C)C(N)=O. The energy relative to the best compared isomer or geometry (same formula, charge and spin) is 54.5 kcal/mol. The calculation puts the HOMO-LUMO gap at 9.8 eV.

```
! wB97M-V def2-TZVPD RIJCOSX def2/J DEFGRID3
* xyz 0 1
C 2.179 -0.759 -0.285
N 1.014 -0.297 -0.983
C -0.690 1.613 -0.334
C -0.026 0.186 -0.001
C -1.172 -0.753 0.138
N -1.649 -1.073 1.515
O -1.803 -1.191 -0.771
H 1.991 -1.154 0.697
H 2.948 0.104 -0.123
H 2.641 -1.526 -0.975
H 1.320 0.357 -1.711
H -0.447 1.767 -1.329
H -1.769 1.660 -0.303
H -0.551 2.427 0.366
H 0.495 0.379 0.931
H -2.566 -1.576 1.236
H -1.915 -0.163 1.933
*
```

[6]
Formula: C4H10N2O
Source: OMol25
Level of theory: ωB97M-V/def2-TZVPD

The calculation puts the maximum force at 1.58 eV/A. For the highest occupied orbital energy, the calculation gives -9.221 eV. The SMILES is NCC[C@@H](N)C=O. The energy relative to the best compared isomer or geometry (same formula, charge and spin) is 40.6 kcal/mol. The calculation puts the HOMO-LUMO gap at 10.1 eV.

```
! wB97M-V def2-TZVPD RIJCOSX def2/J DEFGRID3
* xyz 0 1
O 3.138 0.350 -0.237
C 2.060 0.309 -0.759
C 0.773 0.569 -0.006
C -0.058 -0.713 -0.250
C -1.500 -0.748 0.233
N -2.443 0.171 -0.414
N 1.105 0.857 1.365
H 1.938 -0.033 -1.768
H 0.218 1.423 -0.409
H -0.032 -0.883 -1.336
H 0.498 -1.530 0.221
H -1.906 -1.745 0.190
H -1.468 -0.405 1.274
H -2.080 1.116 -0.366
H -2.524 -0.038 -1.404
H 0.316 0.860 1.987
H 1.965 0.441 1.679
*
```

[7]
Formula: C4H10N2O
Source: OMol25
Level of theory: ωB97M-V/def2-TZVPD

The calculation puts the maximum force at 3.79 eV/A. For the highest occupied orbital energy, the calculation gives -8.671 eV. The SMILES is C[C@@H](CN)NC=O. The energy relative to the best compared isomer or geometry (same formula, charge and spin) is 50.0 kcal/mol. The calculation puts the HOMO-LUMO gap at 9.6 eV.

```
! wB97M-V def2-TZVPD RIJCOSX def2/J DEFGRID3
* xyz 0 1
C 0.348 -0.405 -2.229
N -0.076 0.641 -1.433
C -1.431 0.734 0.572
C 0.038 0.682 -0.019
C 0.711 -0.606 0.559
N 0.757 -0.710 1.985
O 0.896 -1.428 -1.865
H 0.035 -0.383 -3.311
H -0.375 1.442 -1.928
H -1.606 0.300 1.542
H -2.210 0.445 -0.050
H -1.591 1.828 0.666
H 0.714 1.528 0.362
H 0.004 -1.516 0.198
H 1.712 -0.784 0.085
H 1.481 -0.200 2.499
H 0.593 -1.568 2.367
*
```

[8]
Formula: C4H10N2O
Source: OMol25
Level of theory: ωB97M-V/def2-TZVPD

The calculation puts the maximum force at 0.35 eV/A. For the highest occupied orbital energy, the calculation gives -8.793 eV. The energy relative to the best compared isomer or geometry (same formula, charge and spin) is 92.9 kcal/mol. The calculation puts the HOMO-LUMO gap at 9.6 eV.

```
! wB97M-V def2-TZVPD RIJCOSX def2/J DEFGRID3
* xyz 0 1
C 2.702 -0.737 -0.309
N 1.278 0.741 -0.440
C 0.365 -0.156 -0.175
O 0.835 -1.333 -0.024
N -0.985 0.064 -0.077
C -1.824 -0.954 0.527
C -1.479 1.421 -0.046
H 2.957 -0.562 0.729
H 2.770 -1.781 -0.599
H 3.240 -0.097 -1.000
H 1.054 1.724 -0.536
H -1.947 -0.799 1.609
H -1.366 -1.928 0.364
H -2.815 -0.938 0.060
H -1.063 1.993 -0.881
H -2.566 1.408 -0.164
H -1.238 1.941 0.893
*
```

[9]
Formula: C4H10N2O
Source: OMol25
Level of theory: ωB97M-V/def2-TZVPD

The calculation puts the maximum force at 2.55 eV/A. For the highest occupied orbital energy, the calculation gives -8.806 eV. The SMILES is CNCCNC=O. The energy relative to the best compared isomer or geometry (same formula, charge and spin) is 51.6 kcal/mol. The calculation puts the HOMO-LUMO gap at 9.8 eV.

```
! wB97M-V def2-TZVPD RIJCOSX def2/J DEFGRID3
* xyz 0 1
C 1.693 0.283 1.713
N 1.039 1.174 0.895
C -0.396 1.151 0.749
C -0.857 -0.213 0.221
N -0.032 -0.689 -0.885
C -0.577 -1.122 -2.184
O 1.116 -0.180 2.680
H 2.709 0.048 1.405
H 1.520 2.033 0.681
H -0.809 1.968 0.157
H -0.961 1.361 1.705
H -1.003 -0.841 1.106
H -1.841 0.044 -0.215
H 0.492 -1.501 -0.558
H -1.285 -1.940 -2.143
H 0.241 -1.394 -2.839
H -1.050 -0.181 -2.488
*
```

[10]
Formula: C4H10N2O
Source: OMol25
Level of theory: ωB97M-V/def2-TZVPD

The calculation puts the maximum force at 3.41 eV/A. For the highest occupied orbital energy, the calculation gives -7.805 eV. The energy relative to the best compared isomer or geometry (same formula, charge and spin) is 225.2 kcal/mol. The calculation puts the HOMO-LUMO gap at 3.5 eV.

```
! wB97M-V def2-TZVPD RIJCOSX def2/J DEFGRID3
* xyz 0 1
O -1.770 -0.605 -2.733
C -0.659 -0.068 -3.108
N 0.249 0.625 -1.734
C 0.437 -0.410 -0.761
C 0.760 -0.473 2.674
C 0.149 0.763 2.466
N -1.075 1.170 2.070
H -0.670 0.865 -3.756
H 0.175 -0.712 -3.450
H -0.516 -0.980 -0.303
H 0.932 -1.312 -1.206
H 0.323 -1.446 3.048
H 1.224 -0.153 0.022
H 0.860 1.596 2.699
H 1.775 -0.333 3.053
H -0.493 1.126 -1.237
H -1.700 0.348 2.254
*
```

Q: Among the records above, which one has the highest maximum force?
A: number 2

Q: Look up the HOMO-LUMO gap of the first one.
A: 10.2 eV

Q: Look up the highest occupied orbital energy of the fourth one.
A: -8.894 eV